No. 1
Below is C54H44BrCaF5N4O2S as an isolated structure, with properties calculated with the ωB97M-V functional and the def2-TZVPD basis.

Positions of all 112 atoms, in Å:
Ca 0.47023 0.88753 0.43285
C 1.37486 4.00695 -2.16216
N 2.25517 2.86085 -2.05418
C 2.33035 2.16907 -3.32295
C 2.63950 0.68841 -3.29197
C 2.95056 0.06960 -4.50502
C 3.17585 -1.29183 -4.52638
C 3.08356 -1.99492 -3.33403
C 2.75102 -1.29910 -2.18526
N 2.53796 0.01919 -2.15351
C 3.56064 3.23779 -1.53198
C 4.28679 2.10926 -0.84271
C 5.40949 1.51036 -1.39482
C 5.99685 0.44882 -0.72228
C 5.45487 0.04365 0.48359
C 4.34993 0.73023 0.97786
N 3.77829 1.73857 0.33244
C -0.09146 3.64499 -2.21743
C -1.02843 4.66120 -2.33511
C -2.37388 4.33352 -2.32059
C -2.73691 3.00368 -2.20399
C -1.73048 2.05345 -2.11313
N -0.43344 2.36209 -2.11474
H 1.61959 4.62213 -3.05125
H 1.50834 4.64058 -1.28499
H 3.06225 2.66466 -3.99172
H 1.35693 2.25642 -3.80849
H 2.99906 0.66312 -5.41091
H 3.40910 -1.79902 -5.45521
H 3.23680 -3.06498 -3.28929
H 2.63387 -1.82465 -1.24845
H 3.40031 4.01351 -0.78303
H 4.20076 3.65921 -2.32968
H 5.78772 1.84953 -2.35200
H 6.85596 -0.06118 -1.14223
H 5.86456 -0.79133 1.03704
H 3.88459 0.45748 1.92025
H -0.69986 5.69270 -2.38524
H -3.12664 5.11161 -2.36972
H -3.76772 2.68768 -2.13549
H -1.97876 1.00700 -1.99965
F 3.35711 -5.16111 3.68619
C 2.93651 -3.88589 3.57199
C 3.05906 -3.20511 2.37524
F 3.62102 -3.81276 1.31763
C 2.62737 -1.89839 2.28870
F 2.78021 -1.28492 1.10468
C 2.06382 -1.18150 3.35148
S 1.53065 0.46027 3.18214
C 1.97071 -1.91199 4.54143
F 1.44870 -1.34613 5.64187
C 2.38704 -3.22590 4.65397
F 2.26656 -3.87805 5.82764
C -6.10012 -2.00747 5.23436
C -5.22705 -1.39058 4.17203
C -5.26145 -1.84466 2.86220
C -4.47068 -1.27007 1.86913
C -4.53380 -1.80543 0.46236
C -3.61050 -0.22414 2.20715
C -3.53240 0.22848 3.53013
C -2.57154 1.31436 3.93566
C -4.35814 -0.35264 4.48642
C -2.74168 0.40840 1.13180
O -3.29826 0.82982 0.11028
O -1.50176 0.42236 1.39524
H -6.65644 -2.85828 4.83821
H -6.82372 -1.28605 5.62290
H -5.50547 -2.35882 6.08072
H -5.91705 -2.67086 2.60096
H -5.12616 -2.72197 0.42987
H -3.53520 -2.02502 0.07917
H -4.96498 -1.06852 -0.21468
H -1.54201 0.95653 3.88622
H -2.78562 1.65067 4.95191
H -2.62498 2.17315 3.26494
H -4.30536 0.00750 5.51033
C -2.78105 -3.35577 -4.71830
C -2.62509 -3.77584 -3.40199
C -1.81186 -3.07706 -2.52404
C -1.11823 -1.93223 -2.93657
C -1.30138 -1.51614 -4.26070
C -2.11410 -2.21384 -5.14131
C -0.25618 -1.11848 -2.05069
C 0.25355 -1.36773 -0.83366
C 0.20102 -2.65069 -0.15390
C 0.91289 -3.76105 -0.64390
C 1.00676 -4.93900 0.08117
C 0.38439 -5.06367 1.31706
C -0.32737 -3.97633 1.81872
C -0.40650 -2.78952 1.11107
H -3.42259 -3.90358 -5.39866
H -3.15224 -4.65538 -3.04947
H -1.71729 -3.41260 -1.50035
H -0.78957 -0.61772 -4.59197
H -2.23229 -1.86057 -6.16001
H -0.02538 -0.15256 -2.51027
H 1.40263 -3.67446 -1.60856
H 1.57737 -5.76955 -0.32194
H 0.46752 -5.98119 1.88739
H -0.80713 -4.04444 2.78909
H -0.91977 -1.93477 1.53779
Br -0.85126 7.97465 1.77045
C -0.40680 6.12461 1.48421
C 0.91924 5.73305 1.51829
C 1.21933 4.39012 1.28595
C 0.26074 3.40033 1.00350
C -1.06419 3.87957 1.02304
C -1.41649 5.21014 1.25245
H 1.69759 6.45907 1.72704
H 2.26848 4.10118 1.33263
H -1.88440 3.18987 0.82234
H -2.45291 5.52848 1.23942

Atoms 1-6, force components in eV/Å:
0.5 0.3 0.0
0.0 0.0 0.0
0.1 0.0 0.0
0.0 0.0 0.0
0.1 0.0 0.1
0.0 0.0 0.0

Calculated values
net charge	-2
orbital gap	5.752	eV
ΔE to the lowest compared entry with this formula, charge and spin	161.1	kJ/mol

These are the Mulliken partial charges, in e, on atoms 1 to 99:
1 Ca 1.80
2 C -1.82
3 N 1.38
4 C -1.80
5 C 0.71
6 C -1.11
7 C -0.86
8 C -1.34
9 C -1.13
10 N 1.37
11 C -1.04
12 C 0.45
13 C -0.80
14 C -0.69
15 C -0.50
16 C -0.65
17 N 0.07
18 C 0.88
19 C -1.18
20 C -0.60
21 C -0.99
22 C 0.02
23 N 0.70
24 H 0.38
25 H 0.63
26 H 0.43
27 H 0.56
28 H 0.48
29 H 0.38
30 H 0.56
31 H 1.01
32 H 0.58
33 H 0.22
34 H 0.41
35 H 0.36
36 H 0.44
37 H 0.80
38 H 0.43
39 H 0.38
40 H 0.47
41 H 0.09
42 F -0.41
43 C 0.51
44 C -0.39
45 F -0.47
46 C -0.67
47 F 0.13
48 C 1.07
49 S -0.33
50 C 0.24
51 F -0.38
52 C 0.34
53 F -0.37
54 C -1.46
55 C 0.83
56 C -1.07
57 C 0.81
58 C -1.37
59 C 0.91
60 C 0.98
61 C -1.41
62 C -1.06
63 C -0.24
64 O -0.66
65 O -0.38
66 H 0.34
67 H 0.30
68 H 0.32
69 H 0.21
70 H 0.34
71 H 0.02
72 H 0.31
73 H 0.15
74 H 0.43
75 H 0.23
76 H 0.32
77 C -0.46
78 C -1.12
79 C 0.14
80 C 0.58
81 C -0.33
82 C -0.83
83 C 0.52
84 C 0.17
85 C -0.72
86 C 0.24
87 C -1.30
88 C -0.68
89 C -0.76
90 C -0.23
91 H 0.37
92 H 0.41
93 H 0.40
94 H 0.36
95 H 0.38
96 H -0.16
97 H 0.42
98 H 0.35
99 H 0.36

No. 2
Below is C54H45AuN4O2Te as an isolated structure at a distorted geometry, with properties calculated with the ωB97M-V functional and the def2-TZVPD basis.

Positions of all 107 atoms, in Å:
Au -0.03354 0.18010 -0.15613
C -2.76498 1.64458 0.65993
N -1.47485 1.17884 1.10015
C -0.99779 1.47677 2.26621
C 0.31610 1.17775 2.63603
C 1.01189 1.35503 3.85143
C 2.30223 0.91728 3.62752
C 2.36123 0.50429 2.28484
N 1.18230 0.65688 1.70630
C -2.61262 2.51582 -0.56182
C -2.38228 1.91885 -1.79398
C -2.18919 2.69011 -2.92370
C -2.23585 4.07074 -2.83652
C -2.47437 4.67240 -1.61304
C -2.65365 3.90040 -0.47851
H -3.25753 2.19810 1.46961
H -3.38037 0.77809 0.39796
H -1.63486 1.98323 2.99247
H 0.59620 1.75260 4.75771
H 3.10926 0.89235 4.33316
H 3.19853 0.11974 1.73192
H -2.35587 0.84151 -1.86616
H -2.00447 2.21133 -3.87331
H -2.08559 4.67464 -3.71920
H -2.51646 5.75043 -1.54066
H -2.83455 4.38497 0.47092
C 1.67355 -6.44649 -1.95313
C 1.62976 -4.96460 -1.73568
C 2.77951 -4.19088 -1.76055
C 2.75350 -2.81584 -1.55973
C 4.00124 -2.02526 -1.44548
O 4.13354 -1.13309 -0.63051
C 5.13994 -2.40999 -2.32910
C 4.96525 -3.00949 -3.57380
C 6.06453 -3.34733 -4.34223
C 7.34586 -3.09259 -3.88103
C 7.52753 -2.45996 -2.66171
C 6.43110 -2.11552 -1.89509
C 1.51278 -2.16499 -1.32191
O 1.43373 -0.88262 -1.30752
C 0.35133 -2.99355 -1.19597
C 0.41589 -4.34836 -1.43351
C -0.82622 -2.29043 -0.68915
N -0.75485 -1.68150 0.49082
C 0.18044 -2.20214 1.47599
C -0.33652 -3.51739 2.00765
Te -2.42627 -3.27876 2.51470
C -3.14421 -4.45545 0.88337
C -2.46338 -5.58830 0.46545
C -2.90396 -6.30185 -0.63344
C -4.03874 -5.90211 -1.31550
C -4.74258 -4.79320 -0.87831
C -4.30124 -4.07888 0.21870
C -2.00024 -2.11364 -1.51612
C -2.00467 -2.49264 -2.86268
C -3.13666 -2.30981 -3.63080
C -4.27100 -1.73013 -3.08301
C -4.27976 -1.35532 -1.74753
C -3.16102 -1.55524 -0.96887
H 2.68985 -6.78499 -2.13869
H 1.04985 -6.72319 -2.80212
H 1.28430 -6.96544 -1.07767
H 3.73884 -4.67240 -1.89795
H 3.96783 -3.20433 -3.94044
H 5.92033 -3.81143 -5.30815
H 8.20191 -3.38137 -4.47489
H 8.52451 -2.23363 -2.31100
H 6.55150 -1.62405 -0.94120
H -0.48241 -4.94582 -1.34256
H 0.20971 -1.48487 2.29602
H 1.19865 -2.32075 1.09033
H 0.22484 -3.81207 2.88788
H -0.26036 -4.29396 1.25533
H -1.58889 -5.92674 1.00498
H -2.35837 -7.17866 -0.95260
H -4.38225 -6.46016 -2.17314
H -5.63293 -4.47646 -1.40046
H -4.85914 -3.22112 0.56446
H -1.11418 -2.91789 -3.30269
H -3.13640 -2.61533 -4.66742
H -5.14582 -1.56670 -3.69672
H -5.16665 -0.91088 -1.31792
H -3.14944 -1.30062 0.08108
N 0.32523 1.92959 -1.01011
C 1.21634 2.79490 -1.09365
C 2.58501 2.60358 -1.60636
C 2.89485 1.46921 -2.35211
C 4.17545 1.29216 -2.83845
C 5.14882 2.24773 -2.59775
C 4.84037 3.38712 -1.87157
C 3.56595 3.56276 -1.36663
C 0.86594 4.17725 -0.65617
C 0.49611 4.36476 0.66861
C 0.20138 5.63527 1.12793
C 0.25575 6.71467 0.26185
C 0.60000 6.52173 -1.06623
C 0.90791 5.25450 -1.52993
H 2.13333 0.72647 -2.52062
H 4.41543 0.40466 -3.40472
H 6.15182 2.10357 -2.97101
H 5.59070 4.14353 -1.69417
H 3.33830 4.43525 -0.77014
H 0.47217 3.51490 1.33226
H -0.06497 5.78226 2.16511
H 0.03861 7.70789 0.62429
H 0.63816 7.36502 -1.74175
H 1.18874 5.10001 -2.56076

Atoms 1-6, force components in eV/Å:
0.7 -0.6 -2.1
-0.2 0.1 -0.3
0.6 -0.1 -0.1
-0.2 -0.1 0.0
0.9 -0.1 0.3
-0.3 0.1 0.0

Calculated values
orbital gap (alpha / beta)	5.549 / 5.561	eV

These are the Mulliken partial charges, in e, on atoms 1 to 99:
1 Au 3.25
2 C -1.09
3 N -0.07
4 C -0.12
5 C -0.11
6 C -1.20
7 C -0.91
8 C -0.99
9 N 0.50
10 C 0.76
11 C 0.29
12 C -0.90
13 C -0.55
14 C -0.56
15 C -0.50
16 H 0.64
17 H -0.10
18 H 0.36
19 H 0.54
20 H 0.48
21 H 0.42
22 H 0.18
23 H 0.44
24 H 0.42
25 H 0.43
26 H 0.37
27 C -1.66
28 C 0.09
29 C -0.67
30 C 0.28
31 C 0.05
32 O -0.63
33 C 0.64
34 C -0.10
35 C -0.93
36 C -0.40
37 C -0.70
38 C -0.42
39 C 0.18
40 O -1.05
41 C 0.28
42 C -0.22
43 C -0.48
44 N 0.22
45 C 0.10
46 C -1.15
47 Te 0.13
48 C -0.22
49 C -0.36
50 C -0.39
51 C -0.68
52 C -0.51
53 C -0.06
54 C 0.66
55 C -0.45
56 C -1.27
57 C -0.69
58 C -1.18
59 C -0.03
60 H 0.38
61 H 0.34
62 H 0.33
63 H 0.56
64 H 0.49
65 H 0.40
66 H 0.39
67 H 0.42
68 H 0.45
69 H 0.50
70 H 0.13
71 H 0.14
72 H 0.69
73 H 0.08
74 H 0.55
75 H 0.44
76 H 0.42
77 H 0.41
78 H 0.44
79 H 0.61
80 H 0.44
81 H 0.47
82 H 0.47
83 H 0.77
84 N -0.46
85 C -0.73
86 C 0.81
87 C -0.30
88 C -0.52
89 C -0.72
90 C -0.91
91 C -0.32
92 C 0.08
93 C 0.06
94 C -0.78
95 C -0.52
96 C -0.95
97 C 0.15
98 H 0.31
99 H 0.55

No. 3
Below is C54H45BrClF5GeNO6PReSTe as an isolated structure at a distorted geometry, with properties calculated with the ωB97M-V functional and the def2-TZVPD basis.

Positions of all 118 atoms, in Å:
Re 0.45472 -0.46205 0.47082
F -0.89989 -3.67246 0.20213
Te -2.23598 -2.33684 0.54696
F -2.24535 -3.22894 2.44485
F -2.75815 -2.55324 -1.38857
F -3.34581 -3.98081 0.43134
F -0.28270 -1.81420 1.73344
O -0.84179 -1.05556 -0.59229
C -0.77071 3.34781 3.34633
Ge -1.95266 2.90328 1.79891
C -1.58542 4.02584 0.18683
C -1.52718 3.55817 -1.11947
C -1.33624 4.44583 -2.16420
C -1.21271 5.80195 -1.91584
C -1.27349 6.27367 -0.61540
C -1.46005 5.38897 0.42964
C -3.88978 2.66180 2.29729
C -4.24781 2.85603 3.61656
C -5.56182 2.65103 4.05240
C -6.51091 2.19027 3.17627
C -6.19030 1.97606 1.82209
C -7.14138 1.46567 0.91338
C -6.82286 1.27873 -0.40784
C -5.56882 1.67128 -0.88460
C -4.62482 2.17549 -0.02613
C -4.87963 2.27820 1.35731
H -1.33280 3.40714 4.27439
H -0.28856 4.30761 3.18843
H 0.00537 2.59449 3.45976
H -1.62085 2.49927 -1.32681
H -1.29173 4.07704 -3.17714
H -1.07124 6.49420 -2.73072
H -1.18176 7.32874 -0.41198
H -1.51964 5.75585 1.44560
H -3.51495 3.18595 4.34209
H -5.81121 2.84504 5.08568
H -7.51903 1.98761 3.50749
H -8.12037 1.20831 1.28482
H -7.54002 0.84283 -1.08323
H -5.33562 1.57371 -1.93257
H -3.67466 2.52211 -0.40645
Cl 1.89953 4.89570 0.75370
C 1.57637 3.59618 -0.30310
C 1.68147 3.73598 -1.68220
C 1.31615 2.64870 -2.46187
C 0.92321 1.46973 -1.85828
N 0.92745 1.30159 -0.52645
C 1.20702 2.36866 0.23318
H 2.00506 4.66753 -2.11723
H 1.33516 2.71739 -3.53843
H 0.58673 0.62414 -2.44085
H 1.19888 2.24172 1.30742
C 4.71751 -0.15388 -3.44645
C 4.49482 -0.45995 -1.97057
C 4.75531 -1.97323 -0.41648
C 4.31978 -1.38843 0.87710
C 3.94460 -0.11708 1.01563
C 3.89638 0.92995 0.03967
C 4.07163 0.78867 -1.27709
S 3.05432 0.32930 2.49770
O 3.38626 -0.54838 3.57058
O 3.10884 1.74953 2.71446
O 1.66009 0.01007 1.93323
H 4.87928 -1.04449 -4.04416
H 5.60207 0.47400 -3.54064
H 3.87415 0.39252 -3.86343
H 5.08639 -3.00391 -0.29635
H 4.30839 -2.01620 1.75606
H 3.69001 1.90157 0.46140
H 3.99939 1.66531 -1.90325
Br -5.00956 -1.49795 0.99010
C -4.06848 -1.06145 2.58002
C -4.57476 -1.50138 3.79082
C -3.87301 -1.25426 4.96202
C -2.65053 -0.60082 4.91859
C -2.15454 -0.15780 3.71108
C -2.86790 -0.34681 2.52345
C -2.38421 0.30788 1.30112
O -1.32447 1.09277 1.45000
O -2.92907 0.22297 0.21780
H -5.49674 -2.06227 3.80380
H -4.27002 -1.60413 5.90343
H -2.08390 -0.43826 5.82310
H -1.18765 0.32064 3.66207
C 6.35912 -2.85975 -2.83307
C 5.01478 -3.31822 -3.09583
C 3.86973 -2.84150 -2.59156
C 3.71572 -1.76536 -1.55755
C 5.72302 -1.06083 -1.21004
C 6.68124 -1.83413 -2.03839
P 1.90325 -1.91874 -0.98928
C 0.96276 -2.14277 -2.53627
C 1.25434 -1.36469 -3.66118
C 0.50085 -1.50459 -4.81361
C -0.56146 -2.39724 -4.85050
C -0.83889 -3.18385 -3.74703
C -0.07955 -3.06582 -2.59510
C 1.99728 -3.51207 -0.12521
C 2.00712 -4.72316 -0.81911
C 2.07172 -5.91975 -0.12843
C 2.12109 -5.93051 1.25631
C 2.11596 -4.73082 1.95060
C 2.05236 -3.53029 1.26776
H 7.14870 -3.37533 -3.36308
H 4.93809 -4.10310 -3.83686
H 2.95609 -3.27037 -2.97426
H 6.24960 -0.33189 -0.59695
H 7.71768 -1.54829 -1.94770
H 2.08736 -0.67541 -3.63967
H 0.74196 -0.91944 -5.68942
H -1.16958 -2.48252 -5.73835
H -1.65158 -3.89191 -3.76375
H -0.30420 -3.69472 -1.75256
H 1.94719 -4.74982 -1.89589
H 2.05986 -6.84977 -0.67902
H 2.14441 -6.86788 1.79290
H 2.13464 -4.72510 3.02968
H 2.02647 -2.60803 1.83015

Atoms 1-6, force components in eV/Å:
-2.7 -1.7 -1.8
-0.1 0.9 -0.2
-2.6 -9.1 0.2
0.1 1.2 -1.1
0.5 0.8 0.8
0.3 1.5 0.1

Calculated values
net charge	+1
orbital gap	5.240	eV

These are the Mulliken partial charges, in e, on atoms 1 to 99:
1 Re 2.24
2 F -0.40
3 Te 1.97
4 F -0.56
5 F -0.52
6 F -0.38
7 F -0.85
8 O -1.15
9 C -1.26
10 Ge 2.18
11 C 0.33
12 C 0.11
13 C -1.17
14 C -0.79
15 C -0.80
16 C -0.81
17 C -0.04
18 C -0.53
19 C -1.04
20 C -1.01
21 C 0.67
22 C -0.73
23 C -0.95
24 C -0.66
25 C -0.09
26 C 0.60
27 H 0.50
28 H 0.46
29 H 0.26
30 H 0.81
31 H 0.55
32 H 0.45
33 H 0.46
34 H 0.43
35 H 0.26
36 H 0.47
37 H 0.45
38 H 0.43
39 H 0.42
40 H 0.44
41 H 0.43
42 Cl -0.15
43 C 0.29
44 C -0.59
45 C -1.27
46 C 0.07
47 N 1.31
48 C -0.97
49 H 0.53
50 H 0.53
51 H 0.46
52 H -0.03
53 C -2.34
54 C 2.01
55 C -0.04
56 C -1.29
57 C -0.59
58 C -1.08
59 C -2.00
60 S 1.65
61 O -0.67
62 O -0.72
63 O -0.95
64 H 0.39
65 H 0.43
66 H 0.55
67 H 0.66
68 H 0.72
69 H 1.36
70 H 1.00
71 Br 0.01
72 C 0.86
73 C -0.93
74 C -0.92
75 C -0.89
76 C -1.48
77 C 1.15
78 C -0.02
79 O -0.66
80 O -0.03
81 H 0.59
82 H 0.44
83 H 0.50
84 H 0.39
85 C -0.77
86 C -1.03
87 C -1.56
88 C 1.99
89 C 0.41
90 C -1.34
91 P 2.28
92 C 1.59
93 C -0.85
94 C -0.83
95 C -1.02
96 C -0.83
97 C -1.13
98 C 1.23
99 C -0.13